Molecular formula: C30H28Br2CaFKN2O9S
Method: DFT, the ωB97M-V functional and the def2-TZVPD basis

For the orbital gap, the calculation gives 4.99 eV. The HOMO energy is -0.272 hartree.

Structure (ORCA input):
```
! RIJCOSX wB97M-V def2-TZVPD def2/J DEFGRID3
* xyz 0 1
C 5.9139 1.4137 1.7583
C 5.6108 -0.0826 1.3596
C 4.1788 -0.1100 0.8508
C 3.8822 0.3091 -0.4696
Br 5.3425 0.8858 -1.5978
C 2.6061 0.3558 -1.0028
C 1.5081 -0.0442 -0.1745
C 1.7183 -0.4691 1.1168
C 3.1181 -0.4900 1.6338
S 3.4434 -1.0293 3.3849
C 0.4163 -0.8722 1.9785
O 0.3821 -1.8651 2.6863
C -0.7781 0.0693 1.8004
C -1.6324 0.5137 2.8939
O -1.3947 0.0944 4.2149
C -2.6652 1.3774 2.5832
C -2.8234 1.7687 1.2538
C -3.9567 2.7583 0.9361
F -3.9894 2.9718 -0.4478
C -3.6005 4.1112 1.6494
C -3.7922 5.3509 0.7414
C -2.0202 1.3529 0.2157
C -0.9657 0.4875 0.4905
C 0.0120 -0.0012 -0.5978
O -0.3948 -0.3011 -1.6998
H 5.9407 1.5385 2.8493
H 5.0758 2.0493 1.4245
H 6.8115 1.8051 1.2677
H 6.3001 -0.4549 0.5973
H 5.7014 -0.6556 2.2875
H 2.3694 0.7098 -2.0055
H 3.0803 0.1298 4.1105
H -2.0531 -0.5764 4.4569
H -3.3147 1.7544 3.3742
H -4.9135 2.3568 1.2975
H -4.1228 4.1741 2.6141
H -2.5272 4.0686 1.8970
H -3.0196 5.3018 -0.0380
H -3.5589 6.2459 1.3313
H -4.8036 5.3744 0.3243
H -2.1699 1.7016 -0.7997
K 1.4771 0.0063 4.3329
N -4.1992 -3.3853 3.7787
C -5.5581 -3.2846 3.6732
C -5.8423 -2.2149 2.8659
C -4.6038 -1.6498 2.4632
C -3.6086 -2.3963 3.0412
H -3.7093 -4.0794 4.3143
H -6.2045 -3.9802 4.1809
H -6.8282 -1.8765 2.5931
H -4.4588 -0.7953 1.8221
H -2.5356 -2.3095 2.9911
O -1.0720 1.5041 -3.6879
H -0.8249 0.7869 -3.0725
H -2.0139 1.6261 -3.5236
C 1.0450 -3.2955 -5.1195
C 1.9403 -4.2203 -5.6432
C 3.0756 -4.5726 -4.9244
C 3.2887 -3.9993 -3.6839
C 2.4069 -3.0770 -3.1555
C 1.2899 -2.7216 -3.8780
N 4.4630 -4.3678 -2.8928
O 5.2613 -5.1452 -3.3727
O 4.5557 -3.8557 -1.7955
H 0.1609 -3.0195 -5.6803
H 1.7555 -4.6657 -6.6114
H 3.7724 -5.2893 -5.3355
H 2.5682 -2.6211 -2.1886
H 0.5954 -1.9977 -3.4715
C -0.6850 4.6837 -5.2972
O -0.4640 5.0672 -4.0841
O 0.1006 4.7582 -6.2501
O -1.8540 4.1228 -5.6300
Ca -1.9410 3.4841 -3.7545
Br 3.7316 -1.2982 6.4492
*
```

Which charges does Löwdin predict for the atoms? In e, they are: -0.0853, -0.2288, -0.2940, -0.5424, 0.8182, -0.0387, -0.0866, -0.0513, -0.3572, 0.6247, -0.3077, 0.0726, -0.0161, -0.2038, -0.0069, 0.0460, -0.1556, -0.2470, -0.0403, -0.1769, -0.0841, 0.0506, -0.0558, -0.1986, 0.0882, 0.0778, 0.0703, 0.0695, 0.0853, 0.0695, 0.1235, -0.2324, 0.1121, 0.1514, 0.1576, 0.1155, 0.1122, 0.0724, 0.0812, 0.0799, 0.1104, 0.6815, 0.0155, -0.1270, -0.1012, -0.1063, -0.1458, 0.1513, 0.1120, 0.0929, 0.0805, 0.0989, -0.1221, 0.0384, -0.0067, -0.0637, -0.0603, 0.0032, -0.1468, -0.0070, -0.0650, -0.3545, 0.0889, 0.0718, 0.1082, 0.1092, 0.1211, 0.1098, 0.0889, -0.9893, -0.2148, -0.0123, -0.3225, 1.5134, -0.4196

=====

Molecular formula: C30H28BrCoN7O3S2
Method: DFT, the ωB97M-V functional and the def2-TZVPD basis

For the orbital gap (alpha / beta), the calculation gives 6.59 / 6.91 eV. The HOMO energy (alpha / beta) is -0.264 / -0.275 hartree.

Structure (ORCA input):
```
! RIJCOSX wB97M-V def2-TZVPD def2/J DEFGRID3
* xyz 0 2
Co -0.6255 -0.9424 -0.4408
O -2.1481 0.2698 -3.6850
C -2.1737 1.5835 -3.3941
C -2.0674 2.4885 -4.4532
C -2.0975 3.8497 -4.2234
C -2.2587 4.3346 -2.9310
C -2.3724 3.4369 -1.8830
C -2.3069 2.0615 -2.0878
C -2.3761 1.1102 -0.8923
O -2.1595 -0.2064 -1.1965
N -1.3420 1.5414 0.0685
N -0.8951 0.5840 0.9183
C -0.3645 1.0415 2.0021
C 0.1103 0.3453 3.1648
Br -0.0938 -1.5427 3.2837
C 0.6635 0.9405 4.2394
C 0.7975 2.3768 4.5020
C 1.9800 2.8320 5.0949
C 2.1815 4.1776 5.3439
C 1.1918 5.0996 5.0339
C -0.0115 4.6579 4.5040
C -0.2108 3.3120 4.2447
H -2.2120 -0.2017 -2.8148
H -1.9733 2.0819 -5.4525
H -2.0022 4.5378 -5.0539
H -2.3027 5.4001 -2.7456
H -2.5346 3.8215 -0.8804
H -3.3720 1.2210 -0.4174
H -1.4538 2.4614 0.4739
H -0.2901 2.1232 2.0819
H 1.0913 0.2916 4.9938
H 2.7520 2.1116 5.3390
H 3.1136 4.5088 5.7834
H 1.3546 6.1539 5.2147
H -0.8073 5.3631 4.3006
H -1.1767 2.9757 3.8911
C -3.5983 -5.4925 0.2710
S -2.7327 -5.1559 -1.2809
C -1.9206 -3.6248 -0.9907
S -2.0888 -2.7784 0.4932
N -1.2174 -3.2508 -2.0366
N -0.5379 -2.1107 -1.9473
C 0.0618 -1.6707 -3.0007
C 0.7474 -0.4049 -2.9438
C 1.4508 0.1156 -4.0353
C 2.0734 1.3377 -3.9213
C 1.9852 2.0379 -2.7214
C 1.2598 1.4653 -1.6936
N 0.6658 0.2842 -1.7891
H -4.2023 -4.6336 0.5438
H -2.8821 -5.7072 1.0597
H -4.2307 -6.3583 0.0812
H -0.0104 -2.2350 -3.9239
H 1.4930 -0.4504 -4.9570
H 2.6276 1.7588 -4.7499
H 2.4566 3.0013 -2.5901
H 1.1402 1.9851 -0.7478
N 1.1516 -5.8254 1.5021
C 2.2323 -5.4384 0.7754
O 3.0723 -6.2140 0.3665
C 2.3210 -3.9606 0.5176
C 3.5586 -3.3432 0.4040
C 3.5877 -1.9774 0.1937
C 2.3929 -1.2853 0.0833
N 1.1976 -1.8753 0.1404
C 1.1792 -3.1919 0.3597
H 1.0438 -6.8039 1.7084
H 0.5266 -5.1669 1.9296
H 4.4660 -3.9276 0.4842
H 4.5226 -1.4391 0.1227
H 2.3978 -0.2136 -0.0436
H 0.2012 -3.6519 0.4097
*
```

Which charges does Löwdin predict for the atoms? In e, they are: 0.3276, 0.0440, -0.2713, -0.0146, -0.0959, -0.1058, -0.0566, -0.0961, -0.3678, -0.2631, 0.0068, 0.0088, -0.1612, -0.6222, 0.7918, -0.1101, -0.2253, -0.0376, -0.0800, -0.0853, -0.0779, -0.0527, 0.0613, 0.1159, 0.0998, 0.0946, 0.1053, 0.1555, 0.1226, 0.1140, 0.0985, 0.1149, 0.1049, 0.1035, 0.1055, 0.1150, -0.4421, 0.8452, -1.0765, 0.6266, -0.0701, -0.1080, -0.0455, -0.2384, -0.0016, -0.0509, -0.0425, -0.1312, 0.0854, 0.0104, 0.0196, 0.0292, 0.1388, 0.1189, 0.1106, 0.1052, 0.1096, 0.1860, -0.4965, 0.0690, -0.1011, 0.0167, -0.0275, -0.1016, 0.0206, -0.1145, 0.1164, 0.0957, 0.1276, 0.1101, 0.1004, 0.0392

=====

Molecular formula: C30H28CaGeN6S2
Method: DFT, the ωB97M-V functional and the def2-TZVPD basis

For the orbital gap, the calculation gives 5.32 eV. The HOMO energy is -0.191 hartree.

Structure (ORCA input):
```
! RIJCOSX wB97M-V def2-TZVPD def2/J DEFGRID3
* xyz 0 1
Ca -0.3662 -1.2268 1.0354
N -2.9380 -3.8098 0.0225
C -1.7018 -4.0772 -0.4902
N -0.6390 -3.3869 -0.1532
C 0.4691 -3.8603 -0.8515
C 0.2390 -4.9272 -1.6465
S -1.4246 -5.3560 -1.5836
C 1.7619 -3.1561 -0.6987
C 2.8866 -3.4157 -1.3976
S 4.1277 -2.3224 -0.9279
C 3.0521 -1.5962 0.1891
N 1.8479 -2.1174 0.2209
N 3.4561 -0.5880 0.9989
H -3.0899 -2.8555 0.3233
H -3.7341 -4.1968 -0.4573
H 0.9363 -5.4625 -2.2652
H 3.0424 -4.1493 -2.1678
H 4.2812 -0.0819 0.7176
H 2.7551 0.0671 1.3303
C -1.6724 0.6198 0.7081
Ge -0.7689 1.5053 -0.6546
C 1.0930 1.9810 -0.0696
C 2.2174 2.1295 -0.8886
C 3.4535 2.5226 -0.3848
C 3.6111 2.7459 0.9760
C 2.5126 2.6060 1.8137
C 1.2747 2.2472 1.2945
C -0.4866 0.3928 -2.2978
C 0.6391 -0.3898 -2.5665
C 0.6756 -1.3101 -3.6130
C -0.4253 -1.4653 -4.4377
C -1.5599 -0.6984 -4.1959
C -1.5885 0.2030 -3.1448
C -1.4812 3.2113 -1.3638
C -2.6447 3.7252 -0.7979
C -3.1845 4.9287 -1.2394
C -2.5626 5.6400 -2.2526
C -1.3989 5.1409 -2.8283
C -0.8716 3.9369 -2.3866
H -2.7152 0.4934 0.3716
H 2.1294 1.9941 -1.9588
H 4.2882 2.6632 -1.0627
H 4.5700 3.0488 1.3778
H 2.6139 2.7937 2.8759
H 0.4199 2.1517 1.9497
H 1.5157 -0.3246 -1.9322
H 1.5715 -1.8982 -3.7794
H -0.4034 -2.1690 -5.2604
H -2.4288 -0.8047 -4.8352
H -2.4947 0.7759 -2.9753
H -3.1110 3.1694 0.0092
H -4.0913 5.3136 -0.7879
H -2.9790 6.5791 -2.5944
H -0.9075 5.6914 -3.6212
H 0.0318 3.5607 -2.8567
N -0.8454 0.6874 3.4373
C -0.7605 -0.4775 4.1344
C -0.8632 -0.5408 5.5433
C -0.7749 -1.7569 6.1622
C -0.5702 -2.9253 5.4164
C -0.4379 -2.7818 4.0592
N -0.5058 -1.5980 3.4276
H -1.1605 1.4906 3.9628
H -1.2221 0.7003 2.4166
H -1.0271 0.3666 6.1075
H -0.8694 -1.8132 7.2396
H -0.5111 -3.8995 5.8767
H -0.2552 -3.6442 3.4274
*
```

Which charges does Löwdin predict for the atoms? In e, they are: 1.2115, 0.1035, -0.7078, -0.0071, -0.3350, -0.3453, 1.0824, -0.3535, -0.3567, 1.0785, -0.7067, -0.0007, 0.1248, 0.0981, 0.0945, 0.0771, 0.0776, 0.0896, 0.0755, -0.5494, 0.7308, -0.2550, -0.1188, -0.1085, -0.1216, -0.1064, -0.1277, -0.2617, -0.1342, -0.1075, -0.1089, -0.1014, -0.1140, -0.2757, -0.1180, -0.1033, -0.1104, -0.1036, -0.1144, -0.1254, 0.0932, 0.1000, 0.0985, 0.1015, 0.0644, 0.0692, 0.0925, 0.0939, 0.0964, 0.1001, 0.0834, 0.0944, 0.0936, 0.0944, 0.0938, 0.0787, -0.3903, -0.0242, -0.0800, -0.0906, -0.1606, -0.0381, 0.0944, -0.0377, 0.1073, 0.1068, 0.0956, 0.1042